# C6H14O2

2 unconnected molecules or ions with the total composition C6H14O2 (ωB97M-V with the def2-TZVPD basis set, OMol25).

Properties
- SMILES: CC(C)CO.CC=O
- Maximum force: 3.59 eV/Å
- Spin multiplicity: 1
- Energy above the lowest of the compared OMol25 structures with the same formula, charge and spin: 221.4 kJ/mol

XYZ file:
```
22
C6H14O2 (ωB97M-V with the def2-TZVPD basis set)
C -1.213 -0.315 -0.137
C 0.290 -0.064 -1.004
C -1.160 -1.600 0.626
C -2.329 -0.231 -1.153
O 0.354 1.234 -1.557
H 0.098 1.895 -0.904
H -1.253 0.543 0.539
H 1.265 -0.488 -0.754
H 0.069 -0.734 -1.840
H -1.914 -1.620 1.409
H -2.290 -1.074 -1.843
H -3.292 -0.249 -0.640
H -0.183 -1.657 1.161
H -1.259 -2.467 -0.028
H -2.269 0.697 -1.730
C 2.628 1.191 0.817
C 1.505 0.426 1.451
O 1.580 -0.747 1.792
H 0.695 1.072 1.847
H 3.041 1.906 1.529
H 2.235 1.762 -0.030
H 3.401 0.519 0.448
```


# C6H14O2

3 unconnected molecules or ions with the total composition C6H14O2 (ωB97M-V with the def2-TZVPD basis set, OMol25).

Properties
- SMILES: C=CC/C=C/C.O.O
- Maximum force: 6.34 eV/Å
- Spin multiplicity: 1
- Energy above the lowest of the compared OMol25 structures with the same formula, charge and spin: 314.1 kJ/mol

XYZ file:
```
22
C6H14O2 (ωB97M-V with the def2-TZVPD basis set)
C 1.509 1.188 -0.313
C 1.872 1.104 0.937
C 1.574 0.048 -1.303
C 0.638 -0.920 -0.676
C 0.903 -2.171 -0.236
C -0.125 -3.144 0.290
H 1.095 2.086 -0.784
H 1.985 1.881 1.739
H 2.114 0.122 1.213
H 2.668 -0.206 -1.538
H 1.311 0.279 -2.272
H -0.453 -0.411 -0.717
H 1.885 -2.485 -0.161
H 0.112 -3.538 1.249
H -0.333 -3.944 -0.437
H -1.134 -2.629 0.331
H -1.951 3.461 1.383
H -2.998 2.439 1.416
O -2.873 3.311 1.043
H -2.362 1.890 -0.239
H -3.101 0.700 -0.636
O -2.336 0.938 -0.291
```


# C6H14O2

3 unconnected molecules or ions with the total composition C6H14O2 (ωB97M-V with the def2-TZVPD basis set, OMol25).

Properties
- Charge: +1
- Expectation value of S²: 0.76
- Maximum force: 2.31 eV/Å
- Spin multiplicity: 2
- Energy above the lowest of the compared OMol25 structures with the same formula, charge and spin: 171.1 kJ/mol

XYZ file:
```
22
C6H14O2 (ωB97M-V with the def2-TZVPD basis set)
C 3.600 -1.155 -0.516
C 2.224 -1.679 -0.606
C 1.683 -2.239 -1.736
C 1.311 -1.679 0.613
C 0.498 -0.415 0.641
C 0.798 0.809 0.218
H 3.565 -0.077 -0.743
H 4.211 -1.616 -1.291
H 3.958 -1.381 0.480
H 2.112 -2.514 -2.673
H 0.620 -2.502 -1.768
H 0.654 -2.585 0.490
H 1.915 -1.943 1.477
H -0.439 -0.628 1.159
H 1.754 1.093 -0.157
H 0.054 1.606 0.304
H -6.380 1.578 3.085
H -6.554 2.821 2.083
O -6.015 2.081 2.370
H -3.699 3.123 -1.597
H -2.906 3.598 -0.441
O -2.963 3.703 -1.393
```


# C6H14O2

2 unconnected molecules or ions with the total composition C6H14O2 (ωB97M-V with the def2-TZVPD basis set, OMol25).

Properties
- Charge: +1
- Expectation value of S²: 0.75
- Maximum force: 2.15 eV/Å
- Spin multiplicity: 2
- Energy above the lowest of the compared OMol25 structures with the same formula, charge and spin: 165.0 kJ/mol

XYZ file:
```
22
C6H14O2 (ωB97M-V with the def2-TZVPD basis set)
C -1.770 -1.502 0.959
O -2.597 -1.183 2.047
C -0.956 -0.282 0.476
C 0.104 0.128 1.500
C 1.435 -0.685 1.400
C 3.407 0.379 0.259
C 2.100 -0.111 0.251
H -1.105 -2.299 1.274
H -2.323 -1.894 0.094
H -3.456 -0.857 1.728
H -0.682 -0.440 -0.559
H -1.689 0.526 0.519
H 0.252 1.172 1.719
H -0.297 -0.264 2.456
H 2.093 -0.566 2.265
H 1.257 -1.762 1.292
H 4.094 0.388 1.113
H 3.894 0.772 -0.630
H 1.475 0.044 -0.631
H -2.492 2.554 -5.981
H -0.954 2.788 -5.965
O -1.791 3.095 -5.587
```